(1)
DFT (the ωB97M-V functional and the def2-TZVPD basis) results for a single H4N2O2S3 molecule.

The geometry in ORCA input format:
```
! wB97M-V def2-TZVPD RIJCOSX def2/J DEFGRID3
* xyz 0 1
S 2.6853 -0.5458 -0.3928
S 1.3966 1.1437 -0.2390
S -0.6457 -0.9943 -0.5062
O 3.8842 -0.0552 -1.0404
O 2.8819 -0.6940 1.2611
N -0.0111 0.4080 0.3711
N -1.9227 -0.2865 -1.2487
H -1.7229 0.2211 -2.0820
H 3.7151 -0.9167 1.6754
H 0.0762 0.3171 1.3959
H -2.3117 0.4448 -0.6173
*
```

Output
Gap between HOMO and LUMO ... 9.13 eV
Molar mass ... 160.2 u
Energy relative to the best compared isomer or geometry (same formula, charge and spin) ... 13.0 kcal per mole
Energy ... -1456.8871 hartree

(2)
DFT (the ωB97M-V functional and the def2-TZVPD basis) results for a 3-piece molecular cluster, C6H18N2O2 overall.

The geometry in ORCA input format:
```
! wB97M-V def2-TZVPD RIJCOSX def2/J DEFGRID3
* xyz 0 1
O 0.4762 -2.4723 -3.9669
O 3.8417 0.1654 0.5793
N 0.5327 1.1469 0.9386
N 1.2963 -1.9340 0.0446
C -4.0086 0.8923 0.2774
C 0.1598 -1.4511 0.8354
C -0.3085 0.0699 0.3249
C 1.0230 2.2277 0.0456
C -2.7579 0.4983 -0.0080
C -1.7160 0.2157 0.9769
H -1.5050 1.0435 1.6697
H 1.0859 3.0661 0.7054
H 0.2049 2.5975 -0.7385
H -2.1251 -0.3263 1.7908
H -4.8954 0.7255 -0.5739
H -2.5371 -0.1046 -0.8797
H 0.2914 -1.3547 1.8671
H -0.7309 -2.1994 1.0070
H 1.0642 -2.3735 -3.1980
H 1.6156 -2.8208 0.4124
H 1.3237 0.7991 1.7084
H 2.0052 2.0798 -0.4350
H 3.7210 0.8221 -0.1700
H 1.8901 -1.2882 -0.3248
H -0.2678 0.0568 -0.7244
H 0.1165 -1.6866 -4.3898
H 4.5771 0.3144 1.0608
H -4.3730 1.2907 1.1649
*
```

Output
Gap between HOMO and LUMO ... 8.84 eV
Molar mass ... 150.2 u
Energy relative to the best compared isomer or geometry (same formula, charge and spin) ... 107.3 kcal per mole
SMILES ... C=CC[C@H](CN)NC.O.O
Energy ... -499.2212 hartree

(3)
DFT (the ωB97M-V functional and the def2-TZVPD basis) results for C30H25F5N3OPdS2 as an isolated structure.

The geometry in ORCA input format:
```
! wB97M-V def2-TZVPD RIJCOSX def2/J DEFGRID3
* xyz 1 1
Pd -0.4946 0.4779 0.4067
S -1.4723 0.4424 -1.7985
S -2.2623 1.5475 1.5132
F -2.2540 2.6697 4.2437
F -6.4673 4.7771 4.0410
F -4.8075 2.4420 0.2996
F -4.2046 4.1491 5.4302
F -6.7607 3.9312 1.4624
O 1.1319 -0.6938 -0.5902
N 0.9619 0.4781 2.0833
N -1.3452 -0.9458 -4.0449
N 0.4555 -1.2667 -2.7273
C -5.6654 3.6215 2.1480
C 1.0951 1.7016 2.6372
C 2.6968 -0.7122 3.2877
C 4.0341 -3.3220 -3.2884
C 2.5512 -2.0168 -1.9183
C 4.9385 -3.3983 -2.2402
C -0.7111 -0.6893 -2.9048
C -0.8538 -3.2752 -4.7336
C 4.6487 -2.7932 -1.0260
C -4.3568 3.7331 4.1765
C 1.2989 -3.0673 2.7720
C 1.2506 3.1695 4.5473
C -4.6656 2.8612 1.5556
C -5.5150 4.0569 3.4661
C -3.5026 2.5175 2.2543
C 2.4901 -3.0949 3.4931
C 1.0290 4.0980 2.3316
C 3.1865 -1.9173 3.7352
C -0.6997 -1.7883 -5.0394
C 1.4805 -0.6662 2.5698
C -2.6641 -0.4578 -4.4024
C -2.6061 0.7604 -5.3255
C 0.9825 2.8335 1.7956
C 2.8444 -2.6356 -3.1328
C 1.1517 4.2722 3.7085
C 0.8017 -1.8752 2.3007
C 3.4614 -2.1053 -0.8656
C 1.2970 -1.2549 -1.7000
C 1.2367 1.8952 4.0291
C -3.3662 2.9740 3.5694
H 3.2158 -1.6261 0.0690
H -3.1753 -1.2792 -4.9126
H -2.2347 0.4899 -6.3107
H 0.3589 -1.5282 -5.0733
H -0.4284 -3.8556 -5.5478
H -0.1419 -1.8195 1.7440
H -3.2160 -0.2163 -3.4932
H 2.1346 -2.5685 -3.9399
H 3.2491 0.2030 3.4374
H 4.2557 -3.7982 -4.2314
H -1.1513 -1.5530 -6.0028
H 5.8697 -3.9276 -2.3722
H 1.2617 1.0318 4.6761
H 1.1503 5.2666 4.1254
H -3.6023 1.1760 -5.4425
H 0.9585 4.9602 1.6872
H -1.9595 1.5277 -4.9083
H 5.3465 -2.8559 -0.2057
H 4.1217 -1.9458 4.2724
H -1.9027 -3.5428 -4.6301
H 0.8966 2.6675 0.7121
H 2.8833 -4.0353 3.8468
H 0.7685 -3.9862 2.5816
H -0.3286 -3.5259 -3.8151
H 1.3199 3.3078 5.6138
*
```

Output
Gap between HOMO and LUMO (alpha / beta) ... 3.56 / 3.60 eV
Molar mass ... 709.1 u
Energy ... -2820.9464 hartree